Entry 1:
The following is a quantum chemistry calculation of one molecule with the formula C7H12, from the OMol25 dataset.

Values from the calculation:
- LUMO (Ha) = 0.0429
- highest occupied orbital energy (eV) = -9.7617
- Kohn-Sham gap (eV) = 10.929
- SMILES = CC1CC2(CC2)C1
- relative energy (zero: lowest compared OMol25 entry of this formula, charge and spin) (eV) = 1.252
- calculated total energy (eV) = -7452.1795

```
! RIJCOSX wB97M-V def2-TZVPD def2/J DEFGRID3
* xyz 0 1
C -2.53 0.31 0.10
C -1.23 -0.48 -0.01
C -0.22 0.00 -1.09
C 0.87 -0.01 -0.02
C 2.21 -0.67 -0.18
C 2.11 0.81 0.07
C -0.16 -0.24 1.08
H -3.15 0.16 -0.79
H -2.32 1.38 0.19
H -3.11 0.01 0.98
H -1.45 -1.55 -0.12
H -0.07 -0.68 -1.94
H -0.46 1.00 -1.48
H 2.48 -0.98 -1.19
H 2.59 -1.32 0.61
H 2.36 1.50 -0.73
H 2.39 1.16 1.07
H -0.35 0.67 1.66
H 0.03 -1.06 1.78
*
```



Entry 2:
The following is a quantum chemistry calculation of a 2-piece molecular cluster, C7H12 overall, from the OMol25 dataset.

Values from the calculation:
- LUMO (alpha / beta) (Ha) = -0.0108 / -0.0108
- highest occupied orbital energy (alpha / beta) (eV) = -9.1072 / -9.1086
- Kohn-Sham gap (alpha / beta) (eV) = 8.813 / 8.815
- SMILES = C[C@@H]1C#C[C@H](C)C1.[H][H]
- relative energy (zero: lowest compared OMol25 entry of this formula, charge and spin) (eV) = 5.234
- calculated total energy (eV) = -7448.1975

```
! RIJCOSX wB97M-V def2-TZVPD def2/J DEFGRID3
* xyz 0 1
C -2.25 -0.27 -0.30
C -1.13 0.64 0.19
C -0.08 -0.11 1.11
C 1.37 0.37 0.70
C 2.40 -0.74 0.64
C 0.92 0.95 -0.60
C -0.23 1.26 -0.90
H -1.85 -1.13 -0.85
H -2.81 -0.65 0.56
H -2.94 0.27 -0.96
H -1.57 1.49 0.73
H -0.28 0.04 2.18
H -0.16 -1.19 0.92
H 1.71 1.17 1.36
H 2.06 -1.56 0.00
H 2.59 -1.14 1.65
H 3.35 -0.37 0.24
H -0.25 0.52 -3.14
H -0.87 0.44 -3.54
*
```



Entry 3:
The following is a quantum chemistry calculation of one molecule with the formula C7H12, from the OMol25 dataset.

Values from the calculation:
- LUMO (Ha) = 0.0449
- highest occupied orbital energy (eV) = -9.5765
- Kohn-Sham gap (eV) = 10.797
- SMILES = CC[C@H]1C[C@H]2C[C@@H]12
- relative energy (zero: lowest compared OMol25 entry of this formula, charge and spin) (eV) = 1.375
- calculated total energy (eV) = -7452.0565

```
! RIJCOSX wB97M-V def2-TZVPD def2/J DEFGRID3
* xyz 0 1
C 2.51 0.24 -0.68
C 1.08 -0.27 -0.82
C 0.25 -0.13 0.45
C -0.63 1.14 0.70
C -1.84 0.23 0.90
C -2.09 -0.56 -0.35
C -1.00 -0.99 0.60
H 3.11 0.01 -1.57
H 3.00 -0.23 0.18
H 2.54 1.33 -0.52
H 0.58 0.24 -1.66
H 1.11 -1.34 -1.09
H 0.89 -0.28 1.33
H -0.72 1.84 -0.14
H -0.34 1.71 1.59
H -2.60 0.35 1.67
H -2.97 -1.19 -0.34
H -1.86 -0.13 -1.32
H -1.02 -1.97 1.07
*
```



Entry 4:
The following is a quantum chemistry calculation of one molecule with the formula C7H12 at a distorted geometry, from the OMol25 dataset.

Values from the calculation:
- LUMO (Ha) = 0.0387
- highest occupied orbital energy (eV) = -8.8599
- Kohn-Sham gap (eV) = 9.914
- SMILES = C=C(C)/C(C)=C/C
- relative energy (zero: lowest compared OMol25 entry of this formula, charge and spin) (eV) = 3.025
- calculated total energy (eV) = -7450.4063

```
! RIJCOSX wB97M-V def2-TZVPD def2/J DEFGRID3
* xyz 0 1
C 0.72 -2.01 -1.04
C -0.86 -0.27 1.13
C 0.96 -0.75 -0.84
C -0.35 0.28 0.04
C -2.05 0.24 1.91
C 2.23 -0.08 -1.19
C -0.53 1.69 -0.37
H 1.52 -2.63 -1.25
H -0.17 -2.64 -0.84
H -0.49 -1.31 1.51
H -2.94 -0.32 1.71
H -2.32 1.31 1.61
H -1.87 0.18 3.05
H 3.01 -0.84 -0.91
H 2.28 0.18 -2.28
H 2.35 0.82 -0.78
H -0.95 1.80 -1.32
H -1.03 2.31 0.33
H 0.50 2.04 -0.50
*
```



Entry 5:
The following is a quantum chemistry calculation of one molecule with the formula C7H12 at a distorted geometry, from the OMol25 dataset.

Values from the calculation:
- LUMO (Ha) = 0.0397
- highest occupied orbital energy (eV) = -9.1713
- Kohn-Sham gap (eV) = 10.250
- SMILES = C=C(C)C/C=C/C
- relative energy (zero: lowest compared OMol25 entry of this formula, charge and spin) (eV) = 2.370
- calculated total energy (eV) = -7451.0614

```
! RIJCOSX wB97M-V def2-TZVPD def2/J DEFGRID3
* xyz 0 1
C 0.64 -0.89 -1.95
C -0.75 -0.70 -1.39
C -1.76 -1.58 -1.38
C -0.72 0.66 -0.76
C 0.27 0.97 0.29
C 0.21 0.53 1.58
C 1.00 0.89 2.91
H 0.95 -0.57 -2.94
H 0.98 -1.89 -1.77
H 1.35 -0.27 -1.39
H -1.56 -2.45 -1.99
H -2.62 -1.24 -0.78
H -0.56 1.29 -1.59
H -1.76 1.04 -0.45
H 1.29 1.33 0.01
H -0.73 0.06 1.90
H 1.94 1.45 2.65
H 0.53 1.50 3.74
H 1.30 -0.12 3.30
*
```



Entry 6:
The following is a quantum chemistry calculation of C7H12AuNO8S as an isolated structure at a distorted geometry, from the OMol25 dataset.

Values from the calculation:
- LUMO (alpha / beta) (Ha) = -0.0140 / -0.1854
- ⟨S²⟩ = 2.01
- highest occupied orbital energy (alpha / beta) (eV) = -10.3099 / -10.1952
- Kohn-Sham gap (alpha / beta) (eV) = 9.928 / 5.151
- relative energy (zero: lowest compared OMol25 entry of this formula, charge and spin) (eV) = 1.289
- calculated total energy (eV) = -39845.3182

```
! RIJCOSX wB97M-V def2-TZVPD def2/J DEFGRID3
* xyz 0 3
Au 5.39 5.13 7.46
O 9.54 5.53 9.39
C 8.70 4.89 10.37
C 7.79 5.87 11.25
N 6.73 6.53 10.51
C 7.02 7.83 9.86
C 5.76 8.62 9.36
O 5.81 9.84 9.45
O 4.92 7.84 8.89
C 5.35 6.11 10.77
C 5.09 4.65 10.40
O 5.10 3.77 11.29
O 4.71 4.33 9.21
H 9.19 6.43 9.25
H 9.34 4.27 11.02
H 8.00 4.20 9.92
H 8.42 6.53 11.81
H 7.23 5.21 11.91
H 7.56 7.64 8.94
H 7.64 8.40 10.52
H 4.67 6.74 10.15
H 5.09 6.29 11.83
C 4.93 8.47 5.83
S 5.01 6.89 4.99
O 5.64 7.03 3.69
O 3.77 6.21 5.04
O 6.12 6.06 5.83
H 4.07 9.07 5.46
H 5.87 8.98 5.62
H 4.88 8.33 6.93
*
```



Entry 7:
The following is a quantum chemistry calculation of C7H12BBeBr3CaCl2Cs2F5N3O13P2 as an isolated structure at a distorted geometry, from the OMol25 dataset.

Values from the calculation:
- LUMO (Ha) = -0.1775
- highest occupied orbital energy (eV) = -7.8685
- Kohn-Sham gap (eV) = 3.040
- calculated total energy (eV) = -326473.3794

```
! RIJCOSX wB97M-V def2-TZVPD def2/J DEFGRID3
* xyz 0 1
O 1.52 -2.80 0.69
C 2.35 -1.87 0.71
F 2.84 -1.51 2.02
N 2.79 -1.27 -0.59
C 3.56 0.01 -0.42
O 4.70 -0.05 0.25
N 3.19 1.37 -0.96
C 1.71 1.66 -0.87
C 1.11 1.71 0.63
Cl 1.85 3.12 1.67
O -0.32 1.72 0.66
C -0.76 0.34 0.97
C -2.29 0.04 1.16
P -3.33 0.13 -0.42
O -2.77 -0.77 -1.48
O -4.89 -0.58 -0.02
O -3.62 1.66 -0.95
H 3.34 -1.94 -1.16
H 3.71 2.14 -0.50
H 1.54 2.69 -1.39
H 1.14 0.89 -1.55
H 1.43 0.74 1.20
H -0.28 0.10 1.98
H -0.29 -0.33 0.19
H -2.36 -1.03 1.55
H -2.69 0.70 2.02
H -4.75 -1.58 0.05
H -2.79 2.08 -1.28
Cs 1.48 -0.03 -2.96
C -1.58 5.62 1.17
Br -2.69 5.43 -0.40
Br -0.20 4.23 1.32
Br -0.80 7.39 1.24
H -2.22 5.52 2.03
O 2.40 -8.11 0.95
P 2.16 -6.60 0.90
O 0.97 -6.24 1.78
O 1.87 -6.20 -0.55
O 3.41 -5.86 1.39
Ca -5.11 -0.03 1.93
Cs 4.62 1.15 1.83
Cl -0.68 -2.76 0.24
Be -0.70 -2.53 2.90
N 4.80 5.42 -2.03
O 4.33 4.60 -2.85
O 4.68 5.20 -0.80
O 5.38 6.44 -2.42
B -5.56 -4.00 -1.97
F -5.05 -3.99 -0.63
F -6.91 -3.57 -1.95
F -4.78 -3.11 -2.77
F -5.47 -5.31 -2.50
*
```



Entry 8:
The following is a quantum chemistry calculation of an isolated ion of composition C7H12BClN5O4S and charge +1 at a distorted geometry, from the OMol25 dataset.

Values from the calculation:
- LUMO (Ha) = -0.1406
- highest occupied orbital energy (eV) = -12.6560
- Kohn-Sham gap (eV) = 8.830
- SMILES = NC(=O)CCc1nc(NS)n(CC(=O)Cl)[n+]1B(O)O
- calculated total energy (eV) = -47123.6491

```
! RIJCOSX wB97M-V def2-TZVPD def2/J DEFGRID3
* xyz 1 1
N 0.77 -3.09 1.47
C -0.52 -3.44 0.93
O -1.11 -4.35 1.42
C -1.12 -2.68 -0.30
C -1.91 -1.36 0.14
C -0.88 -0.22 0.18
N -0.04 -0.18 1.22
C 0.75 0.93 0.94
N 1.70 1.31 1.80
S 2.02 0.42 3.24
N 0.38 1.46 -0.23
C 1.12 2.63 -0.74
C 2.61 2.23 -1.02
O 3.48 2.95 -0.75
Cl 2.87 0.61 -1.76
N -0.67 0.77 -0.76
B -1.38 1.04 -2.03
O -2.03 -0.06 -2.62
O -1.48 2.27 -2.64
H 0.68 -2.47 2.27
H 1.39 -2.71 0.75
H -0.25 -2.42 -0.96
H -1.76 -3.39 -0.85
H -2.21 -1.55 1.19
H -2.76 -1.17 -0.53
H 2.25 2.15 1.60
H 0.99 0.77 4.08
H 1.08 3.41 0.06
H 0.69 3.08 -1.66
H -2.97 0.09 -2.42
H -1.67 2.99 -2.02
*
```